1.
59
Properties=species:S:1:pos:R:3:forces:R:3 method="wB97M-V/def2-TZVPD" homo_lumo_gap_ev=5.35 total_energy_ev=-36854.7316 total_charge=0 e_lumo_ev=0.2896 e_above_lowest_kcal_mol=7.25
Pd -0.5256 1.4890 0.3166 -0.08 -0.09 0.01
N 1.4972 -0.8641 -1.7129 -0.04 0.01 0.02
N -1.5988 -0.3216 2.5231 -0.01 -0.01 -0.03
N -1.2244 -0.4343 -0.2989 0.01 0.14 0.04
N 2.6296 3.0291 -1.1495 -0.02 0.05 0.00
C 2.6253 -0.4861 -2.3130 0.07 0.07 0.07
C 3.8952 -1.1055 -1.8015 0.05 0.00 0.00
C 0.7292 4.2574 -0.0036 0.01 -0.03 0.01
C -0.1687 5.3253 2.3644 0.00 0.02 0.00
C -0.0635 3.4140 0.8115 0.14 -0.01 -0.04
C -3.9085 -0.0204 1.9799 -0.02 0.02 0.00
C -4.1378 0.5365 3.2275 0.01 -0.01 -0.01
C 2.6333 0.4107 -3.3795 0.05 0.06 0.02
C -3.0778 0.6702 4.1054 0.00 0.01 0.00
C 0.3442 -0.3511 -2.1379 -0.09 -0.15 -0.22
C -2.7699 -2.3716 -1.5475 0.01 -0.01 0.01
C 0.5864 6.1270 1.5120 0.00 0.01 0.03
C 1.0352 5.5824 0.3223 0.01 -0.02 -0.02
C -2.2952 -0.9537 0.3180 0.01 0.00 -0.06
C -2.6144 -0.4158 1.6694 -0.02 -0.02 0.02
C -1.6487 -1.8532 -2.1736 0.01 0.00 -0.01
C -0.6179 0.3509 4.6093 0.00 0.01 0.00
C 2.7644 2.1272 0.0300 -0.03 -0.02 0.00
C 1.2393 3.6722 -1.2798 -0.04 0.03 0.00
C -0.8988 -0.8946 -1.5090 0.05 0.00 0.17
C 1.4243 0.9189 -3.8386 -0.02 0.04 0.03
C -1.8167 0.2228 3.7171 0.00 -0.01 0.01
C 0.2559 0.5320 -3.2113 -0.01 0.03 0.01
C 3.7087 4.0415 -1.1542 -0.04 0.01 -0.02
C -3.0924 -1.9217 -0.2797 0.03 -0.02 0.01
C -0.4772 4.0179 2.0199 0.01 0.00 -0.05
H 2.6832 2.7334 0.9280 0.02 0.01 0.01
H -3.3722 -3.1278 -2.0338 0.00 0.00 0.00
H 1.6076 6.1993 -0.3670 0.00 0.00 0.00
H 3.7384 1.6402 -0.0322 -0.03 -0.02 -0.01
H 3.7821 -1.3709 -0.7515 -0.01 0.01 -0.04
H 1.3496 4.3927 -2.0951 0.00 0.01 0.03
H -0.8516 0.8944 5.5239 0.00 0.00 0.00
H -0.7080 0.9095 -3.5226 -0.01 0.02 0.03
H -0.2347 -0.6360 4.8731 0.00 0.01 -0.01
H 3.5827 4.6695 -0.2753 0.00 0.00 0.00
H -4.7001 -0.1048 1.2477 0.00 0.00 -0.01
H 0.1676 0.8784 4.0667 0.01 0.00 0.01
H -3.2151 1.1205 5.0797 0.00 0.00 0.00
H 0.8090 7.1551 1.7686 0.00 0.00 0.00
H 1.3978 1.6118 -4.6702 0.00 -0.01 -0.04
H -5.1272 0.8788 3.5025 0.00 0.00 0.00
H 2.7228 2.4439 -1.9828 0.03 -0.06 0.03
H -3.9427 -2.3204 0.2564 0.00 0.01 0.00
H 4.6729 3.5385 -1.1215 0.00 0.01 0.01
H -1.3447 -2.1880 -3.1559 0.00 0.00 -0.01
H 4.1132 -2.0186 -2.3589 0.00 -0.03 0.03
H -0.5288 5.7358 3.3020 0.00 0.00 0.00
H 1.9272 1.4198 0.0309 0.00 0.02 0.00
H 0.5773 2.8475 -1.5545 -0.02 -0.02 -0.01
H -1.0777 3.4367 2.7122 -0.02 -0.01 0.00
H 3.5688 0.6758 -3.8594 -0.01 -0.02 0.00
H 3.6288 4.6491 -2.0531 0.01 -0.01 0.00
H 4.7527 -0.4403 -1.9204 -0.05 0.00 -0.01

---

2.
13
Properties=species:S:1:pos:R:3:forces:R:3 method="wB97M-V/def2-TZVPD" homo_lumo_gap_ev=9.58 total_energy_ev=-10847.4145 smiles="N#C[C@@H]1[C@@H](O)[C@H]1C=O" total_charge=0 e_lumo_ev=-0.4790 e_above_lowest_kcal_mol=89.95
O -2.3378 -0.4541 -0.4427 4.44 -4.14 1.59
O -1.1000 1.6672 -0.0002 -1.26 -1.08 -1.34
N 3.2374 -0.1731 -0.1269 -4.17 -0.81 -0.09
C 0.7312 0.0422 -0.4318 -2.91 -0.30 2.00
C 2.0534 -0.2360 -0.2104 7.48 1.25 0.57
C -0.0820 0.9582 0.4596 2.46 -1.26 1.58
C -0.1874 -0.7165 0.6416 1.00 2.03 -0.35
C -1.3854 -1.2104 0.1103 -5.74 -0.66 -1.58
H 0.3251 -1.3227 1.4106 -0.24 0.69 -0.59
H -1.5585 -2.4747 0.2858 -0.01 3.62 -0.54
H -1.6680 0.9804 -0.5775 0.63 1.33 1.59
H 0.4890 1.4399 1.3242 -0.80 -0.74 -1.37
H 0.4741 -0.1406 -1.4277 -0.87 0.08 -1.46

---

3.
47
Properties=species:S:1:pos:R:3:forces:R:3 method="wB97M-V/def2-TZVPD" spin_multiplicity=4 homo_lumo_gap_ev="7.70 / 7.78" total_energy_ev=-54369.3813 total_charge=+3 e_lumo_ev="-12.4308 / -12.3284" e_above_lowest_kcal_mol=39.73
Cr -1.1112 -0.0151 -0.3205 5.28 0.19 -4.55
O -1.3742 0.8899 3.0465 -5.83 -3.32 -4.71
O -0.3062 1.4839 -1.1825 2.99 4.16 -1.19
O 0.8218 -0.0221 0.6395 -4.35 -0.65 -8.90
O -0.1392 -1.2271 -1.4855 -2.37 11.20 -2.55
O -2.4702 -0.1521 -1.7365 -1.15 -1.82 -0.59
N -2.0322 1.0309 0.8565 -6.10 16.92 -1.45
N 1.6438 2.5369 -2.0495 1.26 -1.01 -2.82
N -1.7722 -0.6311 1.2655 -3.38 -17.27 9.30
N 0.8728 3.2989 -0.1905 -2.66 0.35 2.35
C 0.7008 2.4679 -1.1745 -1.74 -2.60 1.09
C 1.4478 1.3259 2.2465 0.37 -0.22 3.17
C -2.9292 1.0839 -2.2175 -3.54 2.08 -0.26
C 1.2198 -0.1021 1.8255 2.37 0.61 9.30
C 2.4948 -0.8441 1.9985 0.34 -1.66 0.69
C 1.6778 -2.5491 -1.3255 1.72 -0.81 -0.35
C -0.5002 -3.1031 -0.2145 0.47 0.66 1.71
C -2.0822 0.4149 1.9975 8.93 4.56 9.47
C 0.1928 -2.4021 -1.3485 2.02 -11.61 0.84
H -4.0432 0.9219 -2.3465 1.07 0.73 0.03
H 1.6318 -0.0351 0.1615 0.77 0.10 -2.20
H -2.7072 -1.1341 1.1145 1.02 -0.04 -0.43
H -1.6922 2.0039 1.1375 -0.23 -0.46 -1.27
H 0.2348 -0.9871 -2.3655 -0.64 1.05 0.65
H -2.5482 1.3629 -3.1825 0.62 -0.03 -0.26
H 2.4918 -1.9231 1.7445 -0.11 0.65 -0.26
H -1.5542 -1.2241 2.2115 1.06 -0.84 -3.00
H 2.2588 -2.2271 -0.4625 -0.72 0.20 0.66
H 1.8628 1.3989 3.2735 -0.44 -0.14 -0.36
H 1.8908 -3.6201 -1.3655 0.39 0.16 -0.55
H -1.5932 -3.0151 -0.1985 0.09 0.39 0.05
H -0.2412 -2.9131 -2.2205 0.69 -0.73 -0.23
H -3.0902 -0.7811 -2.2315 1.67 0.21 1.41
H 2.4908 3.1279 -2.0035 -1.05 -0.25 0.13
H 1.5848 4.0009 -0.1225 0.25 0.28 -0.35
H -0.3602 -4.1411 -0.2705 0.27 -1.59 -0.56
H 2.7558 -0.8411 3.0495 0.12 0.14 0.24
H 0.0068 -2.9191 0.7605 -0.68 0.47 -0.28
H -2.8122 1.9019 -1.4855 0.19 -0.51 -0.46
H 0.4718 1.7839 2.3025 0.01 0.90 -0.35
H 0.4168 -0.5231 2.4095 0.01 -0.36 0.79
H 3.2838 -0.3041 1.4985 0.52 0.01 -0.44
H 2.2198 1.7909 1.6715 0.06 0.48 -0.88
H -3.0702 1.2589 0.9205 0.16 0.48 -2.31
H 1.4768 2.0989 -2.9345 0.30 -0.35 -0.42
H 0.0798 3.4239 0.4285 0.57 0.09 0.19
H 2.2008 -1.9721 -2.1255 -0.60 -0.79 -0.12

---

4.
83
Properties=species:S:1:pos:R:3:forces:R:3 method="wB97M-V/def2-TZVPD" spin_multiplicity=2 homo_lumo_gap_ev="3.61 / 3.23" total_energy_ev=-92014.8231 total_charge=-2 e_lumo_ev="3.1211 / 3.0833"
Pb 2.2173 -40.7504 4.0633 0.76 2.32 3.71
Ag 4.6109 -40.2530 6.5979 0.27 -0.89 1.90
S 5.0431 -37.8624 8.1737 -2.61 -0.06 2.18
S 2.4007 -37.9518 5.3902 1.57 5.90 3.42
F -4.0058 -37.4690 4.6219 -1.66 2.13 -1.52
F 0.8979 -49.3742 5.3063 -0.09 0.64 0.21
O 1.0754 -41.9193 11.3050 1.46 1.36 -0.77
O 2.4564 -43.6171 10.8807 -0.30 0.11 1.15
O 1.8091 -37.7947 6.7003 -0.88 -0.93 -0.64
O 1.4225 -38.5608 4.4515 -2.31 -2.86 -2.81
O 2.5305 -41.3488 6.5580 -0.75 -0.17 -1.98
O 5.7426 -38.3770 7.0019 2.93 0.10 -2.86
O 3.9840 -38.8764 8.3515 -1.94 -1.88 0.44
O 4.3562 -36.5910 7.9621 1.30 0.67 -0.06
O 3.5498 -38.8521 5.3801 0.90 -3.20 -2.23
O 5.8746 -37.9686 9.3596 1.54 1.10 0.79
O 2.9309 -36.6811 4.8954 -1.18 -0.49 -0.93
O 3.3557 -41.5622 11.2604 -3.12 -2.33 0.19
O 5.6288 -41.5001 8.4217 2.39 -3.56 -2.03
N 6.3684 -42.6863 7.8616 -1.35 2.82 2.38
C 0.8446 -48.1841 5.9623 -0.69 0.92 1.21
C 5.7890 -43.9623 8.3618 -1.76 -1.06 -0.25
C 0.1878 -48.0786 7.1948 0.54 -0.40 1.24
C 7.8682 -42.5068 7.8615 0.43 -0.94 -0.52
C 6.5366 -45.1330 7.6763 -0.32 -0.91 -0.85
C -3.4245 -40.4424 6.5236 0.07 0.79 -0.21
C 2.3798 -42.3027 11.1958 2.62 2.96 -0.63
C 0.2295 -46.8923 7.9451 0.29 0.75 -2.44
C 8.2486 -41.4040 6.8577 0.40 0.49 -0.57
C -3.4175 -38.3444 5.3679 1.43 -1.34 0.88
C 4.2232 -44.0448 7.9578 1.20 -0.05 0.84
C 1.5941 -41.3814 7.6107 -0.17 0.15 -0.73
C 0.8317 -45.7519 7.3393 -1.34 -0.78 2.75
C -1.4420 -39.3345 6.1229 3.68 1.70 -1.23
C -4.1546 -39.3809 5.9010 1.21 -1.82 1.06
C 8.6780 -42.1865 9.1915 -1.67 0.51 0.10
C 1.1812 -44.1737 11.0599 -1.92 -0.66 -0.95
C 0.1659 -43.0051 11.3696 1.77 0.37 1.40
C 8.0561 -45.1703 7.7720 -0.75 1.43 0.80
C 5.8525 -44.2294 9.9045 1.18 0.67 0.13
C 1.4364 -45.8183 6.1397 -0.50 -0.45 -1.23
C 1.3713 -47.0318 5.4406 1.16 0.09 -1.17
C -1.0447 -42.7490 10.4995 0.85 -0.85 -0.17
C -2.0403 -38.2804 5.4842 -1.52 -0.85 -0.85
C -2.0026 -40.4388 6.6172 -3.73 -0.84 1.09
C 8.5478 -43.8174 7.2313 0.02 0.08 1.66
H 1.5407 -40.4895 8.2350 0.79 0.19 0.14
H 0.7170 -44.8502 7.9227 0.43 0.41 -0.31
H 5.8565 -45.2700 10.2288 -0.23 -0.42 -0.72
H 3.9526 -44.0169 6.9023 0.50 0.68 -0.11
H 1.7437 -42.2884 8.1963 0.25 -0.18 0.54
H 8.0157 -41.7298 5.8440 -0.27 0.00 -0.03
H 3.7078 -43.2962 8.5595 0.04 0.30 -0.52
H 8.5493 -46.0271 7.3130 -0.28 0.03 -0.47
H 5.1390 -43.7567 10.5795 -0.12 0.56 -0.61
H 6.2866 -45.1430 6.6154 -0.07 0.41 -0.33
H -0.3776 -39.1943 6.0051 0.59 -0.52 0.74
H 8.1030 -41.4292 9.7245 0.23 0.67 -0.30
H 6.8514 -43.8963 10.1865 0.00 0.23 0.40
H -1.2450 -41.6788 10.4483 0.02 -0.14 -0.10
H 9.3243 -41.2283 6.8578 0.38 -0.60 0.10
H 0.9617 -44.6350 10.0971 -0.39 -0.19 0.02
H 1.8030 -47.0708 4.4514 0.13 -0.08 -0.15
H 1.7901 -44.9045 5.6856 0.35 -0.13 -0.15
H 8.5262 -43.8197 6.1415 0.16 0.21 0.07
H -0.2025 -48.9652 7.6724 -0.28 -0.20 -0.19
H 7.9311 -40.3647 6.9421 -1.06 -0.23 0.70
H -0.3258 -46.6880 8.8486 0.06 -0.66 0.22
H 3.7871 -44.9898 8.2817 0.40 -0.42 0.37
H 6.1148 -46.0857 7.9964 -0.20 0.01 0.48
H -0.7306 -43.1672 9.5431 -0.52 0.45 -0.50
H 8.3384 -45.2486 8.8219 0.05 0.09 0.27
H 1.1070 -44.9467 11.8248 0.53 0.06 0.15
H -1.4327 -37.7120 4.7956 -0.01 0.73 0.48
H 8.8040 -42.8988 10.0068 -0.05 -0.93 -0.57
H 0.5661 -41.4653 7.2582 -0.35 -0.19 -0.47
H -0.0097 -42.8907 12.4393 -1.01 -1.22 0.19
H -1.9223 -43.2972 10.8423 0.03 0.05 0.09
H -1.4985 -41.2153 7.1735 0.21 0.00 -0.29
H -3.9888 -41.2601 6.9471 -0.11 -0.16 0.01
H 9.6625 -41.8288 8.8901 -0.14 0.14 0.15
H 9.5269 -43.7116 7.6984 0.64 0.04 -1.11
H -5.2275 -39.4680 5.8135 -0.04 0.25 -0.10